Record 1
{"formula": "C3H10N2O", "method": "ωB97M-V/def2-TZVPD", "energy_ev": -8299.6212, "e_lumo_ev": 0.815, "orbital_gap_ev": 8.471, "relative_energy_kj_mol": 181.7, "largest_force_ev_per_a": 2.3, "charge": 0, "e_homo_ev": -7.656, "symbols": ["C", "C", "N", "C", "N", "H", "H", "H", "H", "H", "H", "H", "H", "O", "H", "H"], "positions_angstrom": [[-0.493, 1.972, 1.424], [0.501, 1.116, 0.629], [0.413, 1.372, -0.806], [0.850, -0.108, 1.104], [1.521, -1.095, 0.319], [-1.502, 1.809, 0.985], [-0.534, 1.592, 2.429], [-0.365, 3.048, 1.542], [0.599, 0.418, -1.084], [-0.563, 1.617, -0.942], [0.571, -0.457, 2.085], [1.773, -0.859, -0.630], [2.325, -1.519, 0.761], [-1.809, -2.576, -2.629], [-2.084, -3.325, -3.175], [-1.203, -3.004, -2.011]]}

=====

Record 2
{"formula": "C4H8ClN2P", "method": "ωB97M-V/def2-TZVPD", "energy_ev": -29065.1165, "e_lumo_ev": [-0.203, -0.762], "orbital_gap_ev": [7.898, 7.195], "relative_energy_kj_mol": 327.1, "largest_force_ev_per_a": 5.0, "charge": 0, "e_homo_ev": [-8.100, -7.956], "symbols": ["C", "C", "C", "C", "N", "N", "P", "Cl", "H", "H", "H", "H", "H", "H", "H", "H"], "positions_angstrom": [[-0.770, 0.428, -0.559], [-1.695, -0.360, 0.442], [-0.877, 0.556, -2.085], [2.334, 0.318, 2.094], [0.300, 0.845, 0.027], [0.187, 0.856, 1.346], [-0.860, -0.219, 2.069], [-2.303, 0.870, 3.015], [-2.800, -0.312, 0.536], [-1.326, -1.420, 0.118], [-1.875, 0.364, -2.441], [-0.266, -0.222, -2.453], [-0.359, 1.526, -2.308], [2.545, -0.732, 2.029], [2.786, 0.924, 1.296], [2.373, 0.806, 3.131]]}

=====

Record 3
{"formula": "CNO6PS", "method": "ωB97M-V/def2-TZVPD", "energy_ev": -34939.7317, "e_lumo_ev": 6.385, "orbital_gap_ev": 7.907, "relative_energy_kj_mol": 0.6, "largest_force_ev_per_a": 2.0, "charge": -2, "e_homo_ev": -1.522, "symbols": ["C", "N", "O", "O", "O", "O", "O", "O", "P", "S"], "positions_angstrom": [[-1.584, -0.253, -3.023], [-2.100, -0.073, -4.054], [2.656, -0.696, 2.533], [-1.085, 0.946, 0.539], [1.348, 1.360, 3.272], [1.339, 0.778, 0.636], [0.243, -0.631, 2.040], [-1.069, -0.441, -1.947], [1.557, 0.250, 2.326], [-0.056, -0.048, 0.451]]}